Model i:
A single CH5NO molecule, computed with wB97M-V/def2-TZVPD.

The calculation puts the HOMO energy at -9.73 eV. The calculation puts the orbital gap at 0.3939 Ha. As for the LUMO energy: 0.987 eV. As for the SMILES: NCO. Its net charge is 0.

Last columns: bonded neighbours and bond lengths (Å).
Geometry (Å):
1 N 0.5128 -0.7987 0.5939  C2 1.460, H4 1.014, H5 1.013
2 C -0.4002 0.2688 0.1955  N1 1.460, O3 1.382, H6 1.096, H7 1.112
3 O -0.1669 0.8114 -1.0544  C2 1.382, H8 0.958
4 H 0.8802 -1.3220 -0.1930  N1 1.014
5 H 1.2864 -0.3027 1.0200  N1 1.013
6 H -1.4383 -0.0404 0.3622  C2 1.096
7 H -0.3442 1.1399 0.8847  C2 1.112
8 H -0.3299 0.2437 -1.8090  O3 0.958

Here are the natural (NBO) charges for atoms 1 to 5, given in e:
1 N -0.85
2 C 0.09
3 O -0.73
4 H 0.36
5 H 0.36


Model ii:
2 unconnected molecules or ions with the total composition CH5NO, computed with wB97M-V/def2-TZVPD.

The calculation puts the HOMO energy at -10.27 eV. The calculation puts the orbital gap at 0.4021 Ha. As for the LUMO energy: 0.668 eV. As for the SMILES: C=N.O. Its net charge is 0.

Last columns: bonded neighbours and bond lengths (Å).
Geometry (Å):
1 C 1.2798 -0.0234 -0.6271  N2 1.250, H3 1.083, H4 1.095
2 N 1.6706 -1.1780 -0.9020  C1 1.250, H5 1.014
3 H 1.5531 0.7957 -1.2805  C1 1.083
4 H 0.6708 0.2116 0.2526  C1 1.095
5 H 1.3897 -1.8998 -0.2469  N2 1.014
6 H -2.4373 -0.0310 0.8358  O8 0.973
7 H -1.7083 1.2701 0.7302  O8 0.967
8 O -2.4184 0.8549 1.2378  H6 0.973, H7 0.967

Here are the natural (NBO) charges for atoms 1 to 5, given in e:
1 C -0.04
2 N -0.59
3 H 0.16
4 H 0.13
5 H 0.34


Out of the structures above, which one is the most stable? Solution: model i.